ORCA calculation (ωB97M-V/def2-TZVPD) on a 12-piece molecular cluster, C72H180N12O24 overall at a distorted geometry.

* orbital gap (spin up / spin down): 8.19 / 3.18 eV
* net charge: +1
* max |F|: 4.126 eV/A
* multiplicity: 2
* energy above the lowest of the compared OMol25 structures with the same formula, charge and spin: 0.000 eV
* HOMO (spin up / spin down): -9.78 / -9.78 eV
* expectation value of S²: 0.76
* E_LUMO (spin up / spin down): -1.59 / -6.60 eV

Structure (XYZ):
```
288
C72H180N12O24 | the OMol25 dataset | ωB97M-V/def2-TZVPD
C -2.032 4.632 -3.400
O -1.014 3.959 -4.092
C -0.966 4.209 -5.477
C 0.271 3.723 -6.281
N 1.384 4.529 -5.909
C 2.593 4.252 -6.575
C 3.729 4.873 -5.788
O 4.056 3.997 -4.741
C 5.351 4.091 -4.218
H -2.027 4.334 -2.352
H -3.008 4.318 -3.770
H -1.865 5.707 -3.462
H -1.068 5.251 -5.779
H -1.892 3.756 -5.832
H 0.119 3.770 -7.360
H 0.443 2.671 -6.053
H 1.534 4.286 -4.940
H 2.467 4.674 -7.572
H 2.809 3.221 -6.853
H 3.431 5.802 -5.301
H 4.572 5.143 -6.424
H 5.361 3.459 -3.331
H 5.496 5.117 -3.880
H 6.095 3.760 -4.943
C 10.065 1.148 6.810
O 8.914 1.337 6.042
C 8.571 2.647 5.830
C 7.323 2.704 4.936
N 6.089 2.493 5.667
C 4.973 2.247 4.795
C 5.045 0.895 3.993
O 3.765 0.860 3.432
C 3.348 -0.334 2.752
H 10.941 1.597 6.343
H 10.312 0.116 7.060
H 9.852 1.726 7.710
H 9.385 3.105 5.267
H 8.424 3.201 6.757
H 7.493 1.955 4.163
H 7.174 3.677 4.469
H 6.310 1.764 6.329
H 4.931 3.035 4.043
H 4.032 2.236 5.345
H 5.395 0.114 4.668
H 5.828 0.932 3.235
H 2.397 -0.199 2.237
H 3.163 -1.065 3.539
H 4.078 -0.597 1.987
C 3.108 2.993 11.244
O 1.875 2.531 10.746
C 1.766 1.082 10.863
C 0.588 0.558 10.018
N 0.733 0.597 8.547
C 0.644 1.928 7.906
C 0.675 1.945 6.344
O -0.397 1.179 5.728
C -0.421 1.176 4.198
H 3.067 4.070 11.406
H 3.945 2.725 10.600
H 3.279 2.547 12.223
H 1.512 0.961 11.917
H 2.675 0.550 10.580
H -0.288 1.124 10.334
H 0.335 -0.470 10.280
H 0.056 -0.044 8.157
H 1.421 2.534 8.372
H -0.225 2.497 8.236
H 1.588 1.535 5.913
H 0.646 2.982 6.008
H -0.726 2.127 3.762
H -1.177 0.420 3.987
H 0.557 0.856 3.839
C -6.712 -4.274 9.272
O -6.738 -4.207 7.833
C -6.347 -2.974 7.272
C -4.841 -2.796 7.170
N -4.232 -3.650 6.180
C -4.412 -3.164 4.851
C -3.436 -3.841 3.896
O -3.469 -5.270 3.618
C -2.600 -5.755 2.694
H -7.100 -5.248 9.570
H -7.182 -3.380 9.682
H -5.664 -4.239 9.568
H -6.815 -2.170 7.840
H -6.741 -2.959 6.256
H -4.483 -3.108 8.150
H -4.580 -1.740 7.104
H -4.579 -4.581 6.360
H -4.141 -2.108 4.837
H -5.442 -3.307 4.526
H -2.391 -3.585 4.074
H -3.745 -3.404 2.946
H -1.571 -5.656 3.041
H -2.615 -5.314 1.697
H -2.593 -6.840 2.596
C 0.818 -3.136 2.492
O -0.532 -2.769 2.497
C -1.086 -2.354 1.203
C -0.467 -0.920 0.886
N -1.126 -0.128 -0.153
C -0.944 -0.655 -1.461
C -1.840 0.113 -2.436
O -1.530 -0.474 -3.699
C -2.127 0.044 -4.894
H 0.973 -4.061 1.937
H 1.166 -3.118 3.525
H 1.516 -2.434 2.036
H -2.175 -2.371 1.232
H -0.715 -3.038 0.440
H 0.575 -1.081 0.611
H -0.527 -0.396 1.841
H -0.821 0.832 -0.083
H -1.190 -1.715 -1.518
H 0.069 -0.432 -1.796
H -1.630 1.183 -2.423
H -2.880 0.043 -2.117
H -1.555 -0.371 -5.724
H -1.955 1.116 -4.992
H -3.196 -0.168 -4.888
C 7.823 -1.054 1.630
O 6.893 -0.822 0.625
C 7.168 0.428 -0.032
C 6.032 0.600 -1.070
N 4.782 0.700 -0.274
C 3.598 0.305 -1.040
C 3.185 1.408 -2.112
O 1.960 0.935 -2.571
C 1.457 1.525 -3.724
H 7.639 -1.947 2.228
H 7.844 -0.277 2.394
H 8.851 -1.115 1.273
H 8.181 0.371 -0.430
H 7.267 1.255 0.671
H 6.035 -0.259 -1.741
H 6.152 1.401 -1.799
H 4.989 -0.068 0.348
H 2.808 0.084 -0.322
H 3.768 -0.622 -1.586
H 3.995 1.462 -2.840
H 2.987 2.370 -1.640
H 0.468 1.204 -4.050
H 2.072 1.123 -4.528
H 1.475 2.615 -3.734
C -6.262 -2.620 1.729
O -5.810 -1.350 2.145
C -5.009 -0.672 1.169
C -4.432 0.604 1.800
N -3.620 1.282 0.759
C -3.103 2.582 1.125
C -2.171 3.121 0.119
O -0.801 2.692 0.320
C 0.080 3.307 -0.624
H -5.423 -3.313 1.653
H -6.756 -2.587 0.758
H -7.002 -3.039 2.411
H -5.562 -0.452 0.256
H -4.227 -1.353 0.834
H -3.859 0.454 2.715
H -5.261 1.265 2.053
H -2.822 0.747 0.446
H -2.599 2.596 2.092
H -3.971 3.239 1.187
H -2.207 4.210 0.140
H -2.424 2.832 -0.902
H 1.114 3.062 -0.382
H 0.058 4.397 -0.609
H -0.157 2.816 -1.567
C 6.902 -0.640 7.632
O 5.889 0.349 7.819
C 4.630 -0.114 8.268
C 3.815 -0.685 7.125
N 2.602 -1.393 7.600
C 1.875 -2.074 6.515
C 0.742 -2.794 7.177
O -0.425 -2.035 7.386
C -1.280 -1.945 6.281
H 7.808 -0.276 8.117
H 7.056 -0.980 6.608
H 6.586 -1.533 8.171
H 4.113 0.700 8.776
H 4.726 -0.877 9.042
H 4.346 -1.363 6.457
H 3.499 0.112 6.451
H 2.091 -0.643 8.042
H 2.530 -2.729 5.941
H 1.577 -1.257 5.858
H 0.998 -3.144 8.177
H 0.529 -3.745 6.688
H -0.715 -1.534 5.445
H -2.078 -1.234 6.496
H -1.732 -2.923 6.112
C 5.033 -4.310 4.814
O 4.997 -3.574 3.648
C 4.530 -4.333 2.504
C 5.110 -3.909 1.188
N 4.091 -3.362 0.306
C 3.430 -4.379 -0.482
C 2.503 -3.774 -1.477
O 3.150 -2.865 -2.329
C 2.361 -2.401 -3.374
H 5.391 -5.337 4.741
H 3.993 -4.322 5.138
H 5.624 -3.785 5.565
H 3.442 -4.306 2.543
H 4.692 -5.406 2.609
H 5.733 -4.689 0.751
H 5.849 -3.151 1.449
H 4.442 -2.610 -0.269
H 2.892 -5.000 0.234
H 4.105 -4.981 -1.089
H 1.666 -3.309 -0.956
H 2.004 -4.563 -2.041
H 1.412 -2.071 -2.953
H 2.147 -3.268 -3.999
H 2.871 -1.600 -3.911
C -3.353 -4.244 -2.364
O -2.250 -5.163 -2.622
C -1.111 -4.587 -3.276
C -1.400 -4.014 -4.724
N -0.204 -3.330 -5.283
C -0.338 -3.142 -6.698
C 0.967 -2.480 -7.225
O 0.889 -1.171 -6.723
C 1.957 -0.434 -7.231
H -4.178 -4.817 -1.941
H -3.820 -3.879 -3.278
H -3.081 -3.403 -1.725
H -0.339 -5.337 -3.448
H -0.751 -3.829 -2.579
H -2.178 -3.251 -4.743
H -1.632 -4.830 -5.407
H -0.179 -2.412 -4.862
H -1.160 -2.462 -6.922
H -0.487 -4.089 -7.218
H 0.988 -2.448 -8.314
H 1.836 -3.027 -6.859
H 2.888 -0.515 -6.669
H 1.646 0.605 -7.120
H 2.200 -0.506 -8.291
C -4.447 6.061 -10.333
O -3.895 4.784 -9.946
C -2.496 4.769 -9.767
C -2.096 3.296 -9.949
N -2.504 2.592 -8.710
C -2.434 1.138 -8.915
C -1.003 0.650 -9.294
O -0.729 0.746 -10.657
C -1.376 -0.103 -11.576
H -4.265 6.969 -9.758
H -5.535 6.051 -10.402
H -4.018 6.335 -11.296
H -2.165 5.234 -8.839
H -1.994 5.300 -10.576
H -1.014 3.219 -10.060
H -2.510 2.877 -10.866
H -3.452 2.870 -8.498
H -3.207 0.955 -9.662
H -2.770 0.599 -8.029
H -0.952 -0.362 -8.891
H -0.299 1.235 -8.703
H -0.903 -0.051 -12.557
H -2.386 0.272 -11.743
H -1.361 -1.140 -11.241
C -10.536 2.457 -8.559
O -10.399 2.442 -7.154
C -10.933 1.225 -6.529
C -10.380 1.211 -5.121
N -8.912 1.105 -5.134
C -8.461 1.105 -3.789
C -6.859 1.049 -3.809
O -6.470 2.267 -4.407
C -5.089 2.306 -4.700
H -10.021 3.359 -8.889
H -11.579 2.615 -8.835
H -10.074 1.624 -9.089
H -10.625 0.363 -7.120
H -12.017 1.287 -6.433
H -10.849 0.466 -4.478
H -10.640 2.142 -4.617
H -8.516 1.944 -5.534
H -8.779 0.233 -3.218
H -8.773 2.012 -3.270
H -6.460 0.210 -4.379
H -6.478 1.005 -2.789
H -4.897 3.297 -5.111
H -4.840 1.516 -5.409
H -4.543 2.180 -3.766
```

Atomic partial charges in e from the Löwdin method, atoms 1 to 6: number 1, C, carries -0.090; number 2, O, carries -0.206; number 3, C, carries -0.210; number 4, C, carries -0.198; number 5, N, carries -0.066; number 6, C, carries -0.230